ORCA calculation (ωB97M-V/def2-TZVPD) on a 2-piece molecular cluster, CH3O2S2 overall.

Computed properties:
ΔE to the lowest compared entry with this formula, charge and spin   2.957 eV
E_HOMO (alpha / beta)   -0.92 / -4.51 eV
E_LUMO (alpha / beta)   3.6 / 2.4 eV

Structure (ORCA input):
```
! wB97M-V def2-TZVPD RIJCOSX def2/J DEFGRID3
* xyz -1 3
H -0.6022 -1.5632 -0.0244
O 2.4029 0.7243 0.8166
C -0.1165 0.0469 0.1323
S 1.7066 -0.3488 0.1150
S -0.7135 1.0464 -1.0552
O 1.8904 -0.0393 -1.5685
H 1.0052 0.2678 -1.9799
H -0.5804 0.0922 1.0667
*
```